CH5IOSi | ωB97M-V/def2-TZVPD

Values from the calculation:
Highest occupied orbital energy (spin up / spin down) in eV: -9.757 / -6.356
2S+1: 1
HOMO-LUMO gap (spin up / spin down) in eV: 9.5 / 3.2
LUMO energy (spin up / spin down) in eV: -0.2 / -3.2

Bonds (Å) are listed after each position.
Positions of all 9 atoms, in Å:
1 C 0.187 0.534 -0.490  O2 1.387, H5 1.187, H6 1.023, H7 1.045
2 O 0.024 -0.822 -0.249  C1 1.387, Si3 1.571
3 Si -1.050 -1.684 0.508  O2 1.571, H8 1.428, H9 1.441
4 I 2.556 3.052 0.698  no bonds
5 H 1.169 0.879 0.082  C1 1.187
6 H -0.589 1.097 -0.135  C1 1.023
7 H 0.308 0.731 -1.509  C1 1.045
8 H -0.416 -2.955 0.362  Si3 1.428
9 H -2.190 -0.832 0.732  Si3 1.441